[1]
{"formula": "C11H44O11", "method": "ωB97M-V/def2-TZVPD", "species": ["C", "O", "H", "H", "H", "H", "C", "O", "H", "H", "H", "H", "C", "O", "H", "H", "H", "H", "C", "O", "H", "H", "H", "H", "C", "O", "H", "H", "H", "H", "C", "O", "H", "H", "H", "H", "C", "O", "H", "H", "H", "H", "C", "O", "H", "H", "H", "H", "C", "O", "H", "H", "H", "H", "C", "O", "H", "H", "H", "H", "C", "O", "H", "H", "H", "H"], "positions_angstrom": [[0.5582, -1.2678, -3.3964], [1.7510, -1.1503, -2.5642], [-0.3212, -1.3751, -2.7614], [0.5687, -0.3405, -3.9692], [0.7731, -2.0917, -4.0769], [2.5289, -1.4145, -3.0610], [4.6245, -1.6479, -1.1314], [5.4790, -1.6582, -2.2804], [4.1311, -2.6120, -1.0077], [5.2543, -1.4809, -0.2577], [3.9527, -0.7896, -1.1226], [4.9264, -1.6848, -3.0649], [0.2511, 0.2335, 0.1957], [1.6349, 0.2369, -0.2216], [0.0822, 0.2281, 1.2725], [-0.1553, 1.1911, -0.1300], [-0.3543, -0.5421, -0.2735], [1.6855, -0.0321, -1.1418], [1.4953, -3.2975, 0.1835], [2.1190, -4.5384, 0.4068], [1.2379, -3.3389, -0.8749], [0.5682, -3.2890, 0.7566], [2.1134, -2.4206, 0.3757], [1.6187, -5.2496, 0.0000], [-3.7043, -1.1102, 0.3641], [-2.6697, -2.1064, 0.2720], [-3.7454, -0.4823, -0.5260], [-4.7045, -1.5435, 0.3600], [-3.5636, -0.5509, 1.2890], [-2.6180, -2.4697, 1.1591], [3.0732, 3.1284, 1.1491], [3.2111, 4.3369, 0.4090], [3.8948, 3.1260, 1.8654], [2.0742, 2.9752, 1.5574], [3.2119, 2.3402, 0.4091], [4.0452, 4.2372, -0.0557], [2.7190, -0.5732, 3.2785], [3.3261, -0.3237, 2.0587], [1.6335, -0.6686, 3.2525], [3.1225, -1.5625, 3.4942], [3.1356, 0.1005, 4.0273], [2.6694, -0.0692, 1.4063], [-3.9058, 2.7733, -2.5502], [-2.7905, 2.0660, -2.0514], [-4.8224, 2.1851, -2.5053], [-3.9478, 3.8108, -2.2186], [-3.7270, 2.8682, -3.6212], [-2.8644, 1.9438, -1.1021], [-1.7185, -4.2408, -1.8610], [-2.1523, -2.9409, -2.0788], [-1.3115, -4.6349, -2.7921], [-0.9508, -4.2411, -1.0872], [-2.4448, -4.9569, -1.4765], [-2.3217, -2.5046, -1.2407], [-3.9457, 2.1554, 1.5986], [-2.7915, 2.0897, 0.7739], [-4.1236, 3.2200, 1.7505], [-4.7678, 1.6249, 1.1181], [-3.8083, 1.7130, 2.5852], [-2.0652, 2.5822, 1.1632], [-1.3412, 4.3710, 3.0344], [-0.7716, 3.2381, 2.3408], [-1.9612, 4.0503, 3.8716], [-0.4963, 4.9630, 3.3861], [-2.0360, 4.8451, 2.3412], [-0.5683, 2.5669, 2.9962]], "forces_ev_per_a": [[1.823, 0.597, -0.200], [-0.444, -0.169, 0.435], [0.183, -0.222, -0.247], [-0.755, -0.055, -0.186], [-0.811, -0.182, 0.038], [-0.165, 0.042, -0.045], [0.663, 0.216, 0.283], [-0.130, 0.095, 0.119], [-0.307, 0.132, 0.002], [0.155, -0.206, -0.090], [-0.345, -0.219, -0.218], [0.087, -0.029, -0.042], [0.096, 1.129, -1.126], [-0.681, -0.100, 1.690], [0.692, -0.389, 0.116], [-0.365, 0.059, -0.048], [0.212, -0.282, 0.078], [-0.028, -0.422, -0.451], [-1.060, -0.777, -1.090], [1.382, -0.484, 0.911], [-0.276, 0.932, -0.143], [-0.149, 0.580, 0.165], [0.206, -0.420, 0.236], [-0.111, 0.242, -0.043], [-0.480, -0.121, -0.077], [-0.710, 0.789, 0.746], [0.795, 0.158, 0.139], [-0.023, -0.483, 0.331], [-0.041, 0.324, -0.305], [0.299, -0.338, -0.111], [0.812, -0.315, -1.089], [-0.543, 0.627, 0.049], [-0.410, -0.531, 0.523], [0.139, 0.568, 0.194], [0.036, -0.567, 0.439], [-0.050, 0.223, -0.103], [1.023, -1.390, 0.478], [0.124, 0.801, -1.315], [-0.069, 0.425, 0.085], [-0.403, -0.282, 0.879], [-0.591, 0.250, 0.242], [-0.027, 0.170, -0.551], [0.732, -0.274, -1.158], [0.046, -0.111, -0.315], [-0.313, 0.322, 0.577], [-0.430, -0.106, 0.588], [0.076, -0.022, -0.170], [-0.047, 0.201, 0.462], [0.664, -0.350, 0.516], [-0.347, 0.281, -1.375], [0.049, -0.008, 0.055], [0.514, -0.137, -0.051], [-0.670, 0.106, -0.209], [-0.005, -0.266, 0.317], [0.684, 0.672, 0.026], [-0.562, -1.021, -0.459], [-0.836, -0.037, 0.078], [0.030, 0.335, -0.136], [0.231, -0.227, 0.115], [0.422, 0.202, 0.430], [0.177, -0.806, -0.122], [-0.486, 0.062, 0.072], [0.134, -0.076, 0.203], [-0.462, 0.532, -0.100], [0.499, 0.434, -0.038], [0.150, -0.083, -0.002]], "lowdin_charge": [-0.07, -0.17, 0.07, 0.08, 0.08, 0.07, -0.15, -0.12, 0.08, 0.09, 0.06, 0.05, -0.10, -0.16, 0.07, 0.08, 0.07, 0.03, -0.17, -0.12, 0.07, 0.07, 0.07, 0.07, -0.10, -0.13, 0.09, 0.08, 0.07, 0.10, -0.15, -0.13, 0.08, 0.07, 0.06, 0.07, -0.18, -0.13, 0.07, 0.08, 0.07, 0.02, -0.17, -0.13, 0.07, 0.08, 0.07, 0.01, -0.18, -0.13, 0.08, 0.05, 0.07, 0.00, -0.14, -0.16, 0.08, 0.08, 0.08, 0.03, -0.10, -0.15, 0.08, 0.09, 0.08, 0.09], "energy_ev": -34637.3341, "smiles": "CO.CO.CO.CO.CO.CO.CO.CO.CO.CO.CO", "de_lowest_ev": 3.0663}

***

[2]
{"formula": "C11H44O11", "method": "ωB97M-V/def2-TZVPD", "species": ["C", "O", "H", "H", "H", "H", "C", "O", "H", "H", "H", "H", "C", "O", "H", "H", "H", "H", "C", "O", "H", "H", "H", "H", "C", "O", "H", "H", "H", "H", "C", "O", "H", "H", "H", "H", "C", "O", "H", "H", "H", "H", "C", "O", "H", "H", "H", "H", "C", "O", "H", "H", "H", "H", "C", "O", "H", "H", "H", "H", "C", "O", "H", "H", "H", "H"], "positions_angstrom": [[1.4353, -0.9487, -3.5119], [0.1428, -0.6546, -2.9701], [1.4598, -1.9850, -3.8491], [1.6958, -0.3207, -4.3638], [2.1546, -0.8683, -2.6969], [-0.4671, -0.5594, -3.7053], [0.7696, -3.1584, 2.2920], [-0.3193, -3.3332, 3.2036], [1.5905, -2.5597, 2.6867], [1.1601, -4.1341, 2.0029], [0.4508, -2.5372, 1.4550], [-1.0860, -2.8552, 2.8791], [-1.4241, -4.3244, -1.2568], [-1.5597, -3.3522, -2.2665], [-1.1809, -3.8877, -0.2881], [-2.3578, -4.8866, -1.2546], [-0.5617, -4.9092, -1.5768], [-0.6881, -2.9601, -2.3571], [0.7146, 0.5152, -0.0535], [-0.0526, -0.6148, -0.2613], [0.2250, 1.3423, -0.5676], [0.7962, 0.7298, 1.0121], [1.7214, 0.4478, -0.4656], [0.0710, -0.8025, -1.1946], [-2.4940, 2.3103, -1.7156], [-3.0486, 2.8362, -0.4882], [-1.5818, 1.7669, -1.4694], [-3.1934, 1.6385, -2.2132], [-2.3127, 3.1960, -2.3245], [-2.3758, 3.3805, -0.0726], [-3.8516, -1.6370, -0.6203], [-4.9777, -0.7709, -0.4670], [-2.9148, -1.1653, -0.9169], [-3.7452, -2.1502, 0.3354], [-4.1351, -2.4059, -1.3390], [-5.7141, -1.2858, -0.1293], [3.3083, 1.4932, 3.3806], [2.5968, 2.4572, 2.6207], [3.8635, 2.0111, 4.1627], [2.6785, 0.7300, 3.8378], [3.9943, 0.9636, 2.7196], [3.2802, 3.0958, 2.4043], [2.2079, 3.5222, -1.4571], [0.8363, 3.9395, -1.6115], [2.2656, 2.4859, -1.1244], [2.7177, 3.5606, -2.4198], [2.7054, 4.1766, -0.7413], [0.6040, 3.7291, -2.5189], [-2.5459, 0.2032, 2.0795], [-1.5733, -0.8386, 2.2426], [-3.2409, 0.0215, 1.2597], [-3.1769, 0.3715, 2.9522], [-2.1050, 1.1797, 1.8790], [-0.9923, -0.8762, 1.4793], [3.4211, -2.9810, -0.2088], [3.6821, -2.1229, 0.8797], [3.4571, -4.0450, 0.0250], [2.3772, -2.9347, -0.5188], [4.0770, -2.7224, -1.0401], [3.8489, -1.2331, 0.5603], [-0.4045, 4.0073, 1.6250], [-1.0910, 4.5795, 0.5418], [0.6060, 4.3892, 1.7702], [-0.8678, 4.2944, 2.5689], [-0.2954, 2.9372, 1.4489], [-0.5799, 4.5092, -0.2678]], "forces_ev_per_a": [[0.061, -0.640, 0.020], [0.250, 0.234, -0.212], [0.046, -0.088, -0.090], [0.024, 0.219, 0.229], [0.016, 0.255, -0.148], [-0.240, -0.095, 0.041], [-0.467, 0.560, 0.161], [0.556, -0.161, -0.056], [0.055, -0.211, 0.640], [-0.085, 0.089, -0.225], [-0.044, -0.471, -0.542], [0.064, 0.163, 0.083], [0.507, -0.273, -0.438], [-0.231, 1.061, -0.266], [-0.291, 0.014, 0.237], [0.304, -0.173, 0.284], [-0.222, -0.826, 0.496], [-0.062, 0.287, -0.250], [0.321, 1.234, 0.263], [-0.314, -1.108, 0.508], [0.164, 0.582, 0.152], [0.010, 0.059, -0.008], [0.185, -0.236, 0.050], [-0.573, -0.466, -0.542], [-0.870, 0.352, 1.129], [-0.785, -1.833, -1.464], [0.379, 0.131, -0.135], [-0.192, 0.238, 0.339], [0.411, -0.019, -0.356], [1.152, 1.309, 0.842], [-1.117, -0.980, 0.385], [0.937, 0.946, -0.272], [-0.432, 0.404, 0.014], [0.592, -0.197, 0.109], [0.382, -0.085, -0.283], [-0.101, -0.124, 0.058], [0.540, -0.268, 0.075], [-0.347, -0.049, -0.082], [0.119, -0.283, 0.162], [-0.401, 0.381, -0.128], [0.282, -0.122, 0.118], [-0.241, 0.309, -0.205], [-0.105, -0.088, -0.184], [0.264, -0.233, 0.033], [-0.066, 0.058, 0.234], [0.116, 0.258, 0.056], [-0.132, -0.047, -0.099], [-0.182, 0.129, -0.025], [0.105, -0.440, 0.168], [-1.568, 1.050, 0.652], [0.027, -0.234, -0.417], [0.450, -0.662, 0.341], [0.548, 0.284, -0.346], [0.215, 0.123, -0.872], [-0.573, 0.091, -0.560], [-0.044, -0.351, 0.598], [0.923, 0.164, 0.561], [-0.327, 0.641, -0.327], [-0.027, -0.400, -0.170], [0.000, -0.107, -0.107], [1.060, -0.108, 0.426], [-1.262, 0.195, -0.369], [0.204, 0.162, -0.493], [-0.576, -0.459, -0.249], [-0.150, -0.202, 0.587], [0.756, 0.053, -0.130]], "lowdin_charge": [-0.10, -0.14, 0.09, 0.09, 0.08, 0.10, -0.14, -0.10, 0.07, 0.09, 0.04, 0.04, -0.14, -0.14, 0.07, 0.09, 0.08, 0.04, -0.16, -0.13, 0.06, 0.09, 0.08, 0.03, -0.02, 0.08, 0.08, 0.10, 0.12, 0.05, -0.13, -0.06, 0.07, 0.09, 0.09, 0.10, -0.15, -0.14, 0.08, 0.08, 0.07, 0.07, -0.10, -0.14, 0.05, 0.09, 0.09, 0.08, -0.06, -0.02, 0.07, 0.10, 0.08, 0.04, -0.17, -0.11, 0.09, 0.05, 0.08, 0.07, -0.13, -0.12, 0.08, 0.10, 0.06, 0.05], "energy_ev": -34628.1974, "total_charge": 1, "spin_multiplicity": 2, "de_lowest_ev": 0.1937}

***

[3]
{"formula": "C11H46N22O12", "method": "ωB97M-V/def2-TZVPD", "species": ["O", "H", "H", "C", "O", "N", "N", "H", "H", "H", "H", "C", "O", "N", "N", "H", "H", "H", "H", "C", "O", "N", "N", "H", "H", "H", "H", "C", "O", "N", "N", "H", "H", "H", "H", "C", "O", "N", "N", "H", "H", "H", "H", "C", "O", "N", "N", "H", "H", "H", "H", "C", "O", "N", "N", "H", "H", "H", "H", "C", "O", "N", "N", "H", "H", "H", "H", "C", "O", "N", "N", "H", "H", "H", "H", "C", "O", "N", "N", "H", "H", "H", "H", "C", "O", "N", "N", "H", "H", "H", "H"], "positions_angstrom": [[-3.9223, -27.2680, 21.5134], [-3.6296, -27.5248, 20.6390], [-4.8760, -27.2259, 21.4446], [-1.6690, -25.6841, 19.5399], [-2.7142, -26.0014, 19.1601], [-0.7941, -26.4662, 20.0464], [-1.1597, -24.5035, 19.4154], [0.1096, -26.1204, 20.3360], [-1.1043, -27.4086, 20.2353], [-0.2339, -24.3042, 19.7664], [-1.6101, -23.8336, 18.8085], [0.8853, -25.5384, 22.7433], [1.4074, -24.6937, 21.9914], [0.1152, -25.2659, 23.6941], [1.1690, -26.8042, 22.7125], [-0.3688, -26.0262, 24.1499], [0.2759, -24.3494, 24.0869], [1.8933, -26.9643, 22.0271], [0.7286, -27.5691, 23.2036], [-3.7920, -22.8399, 16.8440], [-3.6223, -22.9908, 15.7077], [-4.8726, -23.2306, 17.5596], [-2.9282, -22.1431, 17.5481], [-5.5021, -23.8745, 17.1021], [-5.0270, -22.7325, 18.4246], [-3.1157, -21.7475, 18.4583], [-2.1549, -21.7122, 17.0618], [-2.2588, -28.7079, 24.5277], [-1.2336, -28.4510, 23.9734], [-2.2430, -29.2583, 25.6810], [-3.3999, -28.5310, 24.0648], [-1.3109, -29.3211, 26.0647], [-3.0830, -29.5176, 26.1784], [-4.2323, -28.5293, 24.6369], [-3.4984, -28.3258, 23.0808], [-2.7376, -23.6702, 26.5805], [-3.9360, -23.8505, 26.8802], [-1.7277, -24.1468, 27.1721], [-2.2895, -23.0530, 25.5382], [-0.7934, -23.9911, 26.8214], [-2.0097, -24.8134, 27.8764], [-1.3109, -23.0503, 25.2886], [-2.9409, -22.8410, 24.7960], [-6.8888, -25.5077, 22.8906], [-6.4856, -25.5121, 21.6903], [-7.7850, -24.7267, 23.2861], [-6.2833, -25.9911, 23.9285], [-8.1374, -24.8206, 24.2279], [-8.2155, -24.1202, 22.6027], [-6.6296, -25.7807, 24.8536], [-5.5757, -26.7075, 23.8502], [-0.6267, -21.5499, 21.2197], [0.3210, -20.8850, 20.8747], [-1.8033, -21.0754, 21.1246], [-0.6561, -22.6622, 22.0174], [-2.6338, -21.5639, 21.4277], [-1.8547, -20.1097, 20.8335], [-1.5935, -23.0130, 22.1525], [0.1600, -23.2081, 22.2543], [-7.0694, -21.1087, 24.6009], [-7.4124, -20.6890, 23.5016], [-6.1794, -22.0259, 24.7877], [-7.6204, -20.6967, 25.7007], [-5.6733, -22.3323, 23.9691], [-5.7275, -21.9141, 25.6839], [-8.4891, -20.2053, 25.5459], [-7.4456, -21.1761, 26.5723], [-3.6850, -23.7754, 22.4876], [-3.8095, -22.7625, 23.2071], [-3.1945, -24.8707, 22.9124], [-3.9694, -23.8935, 21.2027], [-3.2128, -25.7364, 22.3924], [-2.9758, -24.8282, 23.8975], [-3.7425, -24.7744, 20.7637], [-4.1988, -23.0383, 20.7168], [-6.3379, -26.4657, 17.8006], [-6.2213, -25.9790, 16.7392], [-5.6481, -26.0217, 18.8110], [-6.9465, -27.5970, 18.1028], [-5.8790, -26.4174, 19.7111], [-5.2091, -25.1184, 18.7031], [-6.9272, -28.1023, 18.9771], [-7.3790, -27.9423, 17.2580], [-4.8897, -20.2542, 20.2865], [-4.8890, -21.4290, 19.9347], [-5.3633, -19.6967, 21.3627], [-4.4012, -19.3408, 19.5043], [-5.1806, -18.7104, 21.4801], [-5.6995, -20.3860, 22.0200], [-4.4132, -18.3646, 19.7635], [-4.0206, -19.6633, 18.6261]], "forces_ev_per_a": [[0.323, -0.323, 0.256], [0.287, 0.159, -0.650], [-0.717, 0.408, 0.147], [3.036, 1.807, -0.076], [-7.007, -2.155, -1.930], [3.028, -4.725, 2.615], [1.152, 5.159, -0.901], [-0.237, -0.496, 0.147], [0.560, 0.124, 0.248], [-0.305, 0.286, -0.131], [0.012, 0.061, 0.195], [2.972, 0.673, -2.948], [0.084, -0.232, -0.047], [-4.168, 2.792, 4.687], [2.292, -3.473, -2.398], [-0.058, 0.358, 0.532], [-0.851, -0.217, 0.210], [-0.252, -0.785, 0.051], [-0.234, 0.219, 0.081], [-2.369, 0.393, 3.055], [0.676, -1.669, -6.079], [-0.259, -0.417, 0.225], [3.305, 2.518, 2.662], [-0.303, 0.142, 0.150], [-0.569, -0.362, -0.019], [-0.189, -0.410, 0.076], [-0.293, -0.209, -0.127], [1.813, -0.521, 0.872], [4.426, 1.503, -2.759], [1.106, -2.178, 5.063], [-6.415, 1.468, -3.869], [-0.473, -0.200, 0.527], [0.301, 0.033, 0.149], [-0.168, -0.244, 0.092], [-0.152, 0.333, 0.053], [-4.435, 0.120, -0.944], [1.025, 0.402, -0.073], [3.424, -3.376, 5.251], [-0.219, 3.208, -4.549], [-0.304, -0.583, 0.651], [1.053, -0.104, 0.263], [-0.460, 0.080, 0.004], [-0.104, 0.464, -0.421], [4.192, -0.378, -4.230], [-0.477, -1.348, 1.125], [-6.180, 4.313, 0.793], [2.667, -3.070, 2.317], [-0.247, 0.513, -0.437], [-0.185, -0.078, 0.360], [0.409, -0.306, -0.044], [-0.083, 0.090, 0.120], [2.838, -1.339, 2.821], [2.131, 0.028, -0.890], [-5.743, 2.660, -1.663], [0.391, -0.378, -0.023], [0.052, 0.336, 0.122], [-0.284, -0.350, -0.093], [0.679, -0.510, 0.297], [0.003, -0.124, -0.676], [-0.656, 0.361, -2.907], [-0.338, 0.397, -1.080], [2.480, -1.994, 0.448], [-2.370, 2.026, 3.271], [0.646, -0.111, 0.306], [0.683, -1.016, -0.296], [0.210, 0.036, 0.496], [-0.373, 0.144, -0.212], [-1.179, 1.371, -1.354], [-0.275, 0.833, -0.489], [2.194, -3.068, 3.731], [-0.534, 1.669, -1.377], [-0.034, -0.125, 0.190], [0.032, -0.823, -0.033], [-0.236, 0.380, -0.548], [-0.415, -0.346, -0.450], [1.889, -0.715, 2.936], [-0.912, 1.854, -5.256], [1.176, 1.306, 3.006], [-2.573, -2.533, -1.443], [0.282, 0.983, 0.203], [0.178, -0.318, 0.442], [-0.026, 0.302, -0.446], [-0.268, -0.796, 0.620], [-0.156, -0.659, -0.770], [-0.144, -1.093, 0.546], [-1.025, -0.920, 2.318], [2.149, 2.358, -3.415], [-0.489, -0.630, 0.858], [-0.550, 0.845, 0.972], [0.182, -0.321, -0.547], [-0.046, 0.512, 0.042]], "lowdin_charge": [-0.10, 0.04, 0.02, -0.87, 0.08, 0.20, 0.20, 0.09, 0.12, 0.10, 0.10, -0.82, -0.01, 0.19, 0.18, 0.10, 0.11, 0.12, 0.09, -0.79, 0.09, 0.18, 0.15, 0.08, 0.06, 0.06, 0.12, -0.97, 0.01, 0.14, 0.17, 0.10, 0.06, 0.02, 0.07, -0.83, -0.04, 0.15, 0.16, 0.11, 0.11, 0.09, 0.06, -0.81, -0.05, 0.17, 0.17, 0.11, 0.13, 0.07, 0.06, -0.76, 0.03, 0.17, 0.18, 0.07, 0.12, 0.06, 0.05, -0.80, 0.00, 0.19, 0.16, 0.08, 0.11, 0.12, 0.11, -0.75, -0.05, 0.21, 0.22, 0.07, 0.10, 0.07, 0.06, -0.82, 0.07, 0.18, 0.16, 0.06, 0.07, 0.10, 0.11, -0.75, 0.00, 0.21, 0.17, 0.12, 0.10, 0.11, 0.12], "energy_ev": -69512.3957, "total_charge": -1, "spin_multiplicity": 2}